{
  "formula": "C31H44CoN4P2",
  "method": "ωB97M-V/def2-TZVPD",
  "elements": ["Co", "C", "C", "C", "C", "C", "C", "C", "C", "C", "H", "H", "H", "H", "H", "H", "H", "H", "H", "H", "H", "H", "H", "H", "H", "P", "P", "N", "N", "N", "N", "C", "C", "C", "C", "C", "C", "C", "C", "C", "C", "C", "C", "C", "C", "C", "C", "C", "C", "H", "H", "H", "H", "H", "H", "H", "H", "H", "H", "H", "H", "H", "H", "H", "H", "H", "H", "H", "H", "C", "C", "C", "C", "H", "H", "H", "H", "H", "H", "H", "H", "H"],
  "coordinates": [[-0.1434, 0.4362, -0.7953], [-1.9747, 1.7311, -7.3178], [-2.0774, 0.4312, -7.0310], [-1.3181, -0.6459, -7.7256], [0.1828, -0.3141, -7.9595], [0.8419, 0.4996, -6.8685], [0.8791, 1.8375, -6.9169], [0.3037, 2.5971, -8.1111], [-1.1715, 2.2815, -8.4483], [1.2139, 0.6724, 0.5839], [-2.5107, 2.5406, -6.8199], [-2.8567, 0.0409, -6.3819], [-1.7887, -0.8948, -8.6946], [-1.4170, -1.5429, -7.0969], [0.7246, -1.2659, -8.0883], [0.2405, 0.2539, -8.8978], [1.3574, -0.0901, -6.1089], [1.4149, 2.4707, -6.1938], [0.8725, 2.4042, -9.0421], [0.4098, 3.6722, -7.8963], [-1.6640, 3.2145, -8.7784], [-1.1979, 1.5430, -9.2574], [0.7477, 1.4102, 1.2478], [2.2027, 1.0220, 0.2551], [1.2776, -0.2928, 1.1143], [1.4936, -0.3371, -1.9771], [-1.4752, -0.7093, -2.0219], [2.6502, 0.9053, -2.5185], [2.5972, -1.5939, -1.3693], [-2.3086, 0.5699, -2.8986], [-2.8427, -1.7006, -1.5531], [0.8331, -1.0837, -3.4921], [-0.5802, -1.6749, -3.2778], [2.5330, 2.2165, -2.0564], [3.5412, 2.9768, -2.6295], [4.2952, 2.1180, -3.4968], [3.7280, 0.8489, -3.4008], [3.4477, -1.4335, -0.2722], [4.1844, -2.5995, -0.1058], [3.7573, -3.5226, -1.1128], [2.7613, -2.8948, -1.8456], [-2.2686, 1.9015, -2.4794], [-2.7860, 2.6865, -3.5018], [-3.1716, 1.8192, -4.5594], [-2.8550, 0.5235, -4.1609], [-4.0247, -2.0058, -2.2339], [-4.8036, -2.8295, -1.4216], [-4.0724, -3.0340, -0.2014], [-2.8687, -2.3562, -0.3209], [1.5425, -1.8502, -3.8357], [0.8392, -0.2721, -4.2415], [-1.1450, -1.7396, -4.2241], [-0.5196, -2.6925, -2.8434], [1.7577, 2.4610, -1.3419], [3.7290, 4.0246, -2.4258], [5.1597, 2.4064, -4.0822], [3.9917, -0.0827, -3.8797], [3.4071, -0.5397, 0.3287], [4.9487, -2.7606, 0.6407], [4.1375, -4.5253, -1.2832], [2.1395, -3.2785, -2.6444], [-1.9353, 2.1349, -1.4745], [-2.8934, 3.7714, -3.4899], [-3.6051, 2.1239, -5.5100], [-2.9344, -0.4586, -4.6252], [-4.1857, -1.6284, -3.2334], [-5.7747, -3.2359, -1.6691], [-4.3974, -3.5983, 0.6656], [-2.0135, -2.2815, 0.3421], [-2.6460, 1.3097, 2.9527], [-1.4141, 0.7545, 2.2432], [-1.0241, -0.5781, 2.8452], [-1.6385, 0.5546, 0.7265], [-3.4974, 0.6381, 2.8210], [-2.9316, 2.2964, 2.5800], [-2.4786, 1.4113, 4.0282], [-0.5992, 1.4596, 2.4160], [-1.7339, -1.3386, 2.5111], [-0.0309, -0.9007, 2.5295], [-1.0430, -0.5636, 3.9377], [-2.1569, 1.4233, 0.3056], [-2.2951, -0.3242, 0.6363]],
  "lowdin_charge": [0.2766, -0.1182, -0.1304, -0.1782, -0.1792, -0.1139, -0.0889, -0.1848, -0.1942, -0.2330, 0.0852, 0.0718, 0.1216, 0.1004, 0.1124, 0.0918, 0.0779, 0.1051, 0.1157, 0.1031, 0.1155, 0.0998, 0.0010, -0.0137, 0.0103, 0.9560, 0.9147, -0.2129, -0.1927, -0.2074, -0.2214, -0.3615, -0.3328, -0.1556, -0.0912, -0.0887, -0.1262, -0.1330, -0.0837, -0.0901, -0.1417, -0.1393, -0.0695, -0.0984, -0.1614, -0.1171, -0.0848, -0.0864, -0.1621, 0.0688, 0.0631, 0.0757, 0.0926, 0.0815, 0.0930, 0.0919, 0.1068, 0.0847, 0.0929, 0.0947, 0.0926, 0.0602, 0.1004, 0.0855, 0.0853, 0.0884, 0.0899, 0.0934, 0.0930, -0.0887, -0.5101, -0.0887, -0.1931, 0.0803, 0.0740, 0.0733, 0.0999, 0.0700, 0.0592, 0.0787, 0.0296, 0.0145],
  "energy_ha": -3491.89219,
  "multiplicity": 4
}